DFT (ωB97M-V/def2-TZVPD) results for C8H28B2MnO4 as an isolated structure at a distorted geometry.

The total charge is +1. The calculation puts the LUMO energy (spin up / spin down) at -2.1 / -9.1 eV. Its expectation value of S² is 12.008. The spin multiplicity is 7. The calculation puts the HOMO-LUMO gap (spin up / spin down) at 10.71 / 4.62 eV.

Last column: Mulliken charge in e.
CARTESIAN COORDINATES (ANGSTROEM)
Mn1 0.0086 0.8204 -0.0567  0.453
B1 0.3486 1.8066 -1.9124  0.344
H1 -0.2850 2.5087 -1.3931  -0.034
H2 1.2333 1.6769 -1.3085  -0.183
H3 -0.1633 0.8674 -2.0546  -0.315
H4 0.6265 2.2970 -2.8325  -0.043
B2 -0.3705 2.0896 1.6370  0.320
H5 -1.3311 1.8937 1.1862  -0.123
H6 -0.0195 1.1011 1.8895  -0.193
H7 0.2889 2.4371 0.8569  0.094
H8 -0.3889 2.7494 2.4906  -0.065
C1 -0.0322 -2.2301 -1.8217  -0.947
O1 0.6417 -1.2490 -1.0381  0.124
C2 2.0506 -1.4047 -1.2275  -0.822
C3 2.7472 -0.7691 0.0107  -0.766
O2 2.0494 0.4061 0.4395  0.287
C4 2.8579 1.2665 1.3554  -0.904
H9 0.1431 -3.2388 -1.4477  0.326
H10 0.3094 -2.3214 -2.8528  0.357
H11 -1.0974 -2.0126 -1.7444  0.114
H12 2.3374 -0.9643 -2.1825  0.440
H13 2.3888 -2.4402 -1.2644  0.485
H14 3.7319 -0.3858 -0.2569  0.433
H15 2.8926 -1.5108 0.7961  0.411
H16 3.3600 0.6148 2.0705  0.302
H17 2.2497 2.0142 1.8645  0.372
H18 3.5791 1.7533 0.6990  0.264
C5 -2.6927 1.0273 -1.7583  -0.878
O3 -2.0719 0.5923 -0.4951  -0.162
C6 -2.7786 -0.5251 0.1048  -0.612
C7 -2.1963 -0.9242 1.4212  -0.687
O4 -0.7812 -1.0147 1.2019  0.090
C8 -0.0746 -1.5637 2.2840  -0.835
H19 -3.7704 0.8937 -1.8526  0.373
H20 -2.2869 0.4258 -2.5718  0.278
H21 -2.4769 2.0934 -1.8288  0.306
H22 -2.7008 -1.4291 -0.4992  0.297
H23 -3.7914 -0.2106 0.3564  0.525
H24 -2.6388 -1.8476 1.7948  0.423
H25 -2.3036 -0.1716 2.2024  0.408
H26 -0.3588 -1.1120 3.2344  0.340
H27 0.9927 -1.3677 2.1810  0.140
H28 -0.2268 -2.6423 2.3231  0.264

DFT (ωB97M-V/def2-TZVPD) results for C19H8Cl5NO10S2Sn as an isolated structure at a distorted geometry.

The total charge is -2. As for the energy above the lowest of the compared OMol25 structures with the same formula, charge and spin: 15.28 kJ/mol. The calculation puts the LUMO energy at 4.1 eV. The calculation puts the HOMO-LUMO gap at 6.01 eV.

Last column: Mulliken charge in e.
CARTESIAN COORDINATES (ANGSTROEM)
Sn1 -0.0655 0.2340 1.0709  1.822
O1 -2.6565 2.2801 -2.0575  -0.540
C1 -2.4373 2.0675 -0.7639  0.243
O2 -1.6284 2.6651 -0.0978  -0.557
C2 -3.2845 0.9628 -0.1983  0.405
C3 -4.4529 0.5157 -0.7874  -0.534
C4 -5.0688 -0.6016 -0.2386  -0.303
C5 -4.4753 -1.2501 0.8293  -0.648
C6 -3.2847 -0.7435 1.3390  0.360
N1 -2.7379 0.3630 0.8563  -0.144
C7 -2.5015 -1.4896 2.4293  0.287
O3 -3.1267 -2.3323 3.0721  -0.756
O4 -1.2750 -1.1718 2.5437  -0.581
H1 -1.7651 2.4913 -2.4478  0.448
H2 -4.8401 1.0111 -1.6662  0.480
H3 -5.9846 -0.9850 -0.6726  0.386
H4 -4.8814 -2.1501 1.2685  0.478
Cl1 -0.5705 2.1990 3.6637  -0.242
C8 1.0236 1.5204 3.9644  1.310
C9 1.5396 0.6434 3.0347  -1.792
C10 2.7954 0.1439 3.3052  1.011
Cl2 3.4999 -0.9809 2.1607  -0.211
C11 3.5248 0.4854 4.4409  -0.405
Cl3 5.1031 -0.1716 4.7378  -0.228
C12 2.9669 1.3755 5.3562  0.787
Cl4 3.8449 1.8267 6.7793  -0.233
C13 1.6999 1.9025 5.1190  -0.594
Cl5 1.0021 3.0124 6.2562  -0.237
O5 -0.5347 -2.8712 -1.5258  -0.754
S1 0.0472 -1.5695 -1.2775  1.506
O6 -0.8984 -0.4649 -1.2941  -0.566
O7 0.8947 -1.5474 -0.0673  -0.725
C14 1.1768 -1.3020 -2.6674  -0.033
C15 1.4567 -2.4408 -3.4172  -0.567
C16 2.3219 -2.3987 -4.4988  -0.539
C17 2.9231 -1.2004 -4.8437  -0.493
C18 2.6520 -0.0606 -4.1044  -0.672
C19 1.7771 -0.0875 -3.0212  -0.113
S2 1.5340 1.5176 -2.2126  1.268
O8 2.7041 2.2960 -2.5700  -0.779
O9 0.3008 2.0425 -2.7877  -0.730
O10 1.4574 1.1911 -0.7925  -0.487
H5 0.9729 -3.3611 -3.1236  0.485
H6 2.5270 -3.3008 -5.0635  0.355
H7 3.6054 -1.1491 -5.6845  0.353
H8 3.1184 0.8835 -4.3452  0.479

DFT (ωB97M-V/def2-TZVPD) results for C32H27NO6P2V as an isolated structure.

The total charge is +4. As for the energy above the lowest of the compared OMol25 structures with the same formula, charge and spin: 33.59 kJ/mol. The calculation puts the LUMO energy (spin up / spin down) at -13.8 / -13.8 eV. Its expectation value of S² is 0.758. The spin multiplicity is 2. The calculation puts the HOMO-LUMO gap (spin up / spin down) at 5.29 / 5.34 eV.

Last column: Mulliken charge in e.
CARTESIAN COORDINATES (ANGSTROEM)
V1 1.8321 0.7299 -0.0603  0.775
O1 4.0264 2.9101 -2.7572  -0.322
C1 3.3311 2.4817 -1.7802  0.484
O2 2.8380 1.3291 -1.6944  -0.455
C2 3.0955 3.3904 -0.6277  0.294
C3 3.5448 4.6718 -0.3943  -0.510
C4 3.2210 5.2372 0.8448  -0.640
C5 2.4882 4.5183 1.7879  -0.780
C6 2.0801 3.2339 1.4583  0.334
N1 2.3802 2.7195 0.2765  -0.061
C7 1.3139 2.1988 2.2882  1.029
O3 1.6028 2.1659 3.6217  -0.516
O4 1.6547 0.9488 1.6894  -0.672
H1 4.1782 2.2608 -3.4737  0.444
H2 4.1377 5.2067 -1.1254  0.588
H3 3.5641 6.2371 1.0810  0.518
H4 2.2746 4.9498 2.7578  0.536
H5 2.5560 2.1818 3.7992  0.538
O5 0.0463 1.0366 -0.3799  -0.537
P1 -1.0474 0.2632 0.4543  1.149
C8 -0.5133 -1.4404 0.7805  -1.315
P2 0.6222 -2.1049 -0.5082  1.737
O6 1.7909 -0.9987 -0.4642  -0.453
C9 1.2055 -3.6706 -0.0284  0.660
C10 1.6948 -3.8895 1.2718  -0.527
C11 2.1717 -5.1374 1.6099  -0.899
C12 2.1635 -6.1640 0.6642  -0.504
C13 1.6856 -5.9489 -0.6219  -0.850
C14 1.2042 -4.7018 -0.9803  -0.376
C15 -0.1751 -2.0335 -2.0743  0.662
C16 -1.4323 -2.6378 -2.2115  -0.163
C17 -2.0475 -2.6459 -3.4501  -0.899
C18 -1.4125 -2.0644 -4.5440  -0.593
C19 -0.1622 -1.4729 -4.4081  -0.799
C20 0.4654 -1.4545 -3.1731  -0.570
C21 -1.0694 1.1643 2.0553  0.296
C22 -0.2726 2.4257 2.2014  0.080
C23 -0.6384 3.2554 3.3737  -0.302
C24 -1.5399 2.8588 4.3224  -0.980
C25 -2.1470 1.6187 4.1717  -0.654
C26 -1.9341 0.7909 3.0213  -0.266
C27 -2.5801 0.3361 -0.3833  1.210
C28 -2.7268 1.2024 -1.4737  -0.375
C29 -3.9474 1.2568 -2.1253  -0.889
C30 -5.0066 0.4693 -1.6896  -0.571
C31 -4.8589 -0.3911 -0.6029  -0.864
C32 -3.6467 -0.4656 0.0544  -0.537
H6 -1.3981 -2.0827 0.8229  0.664
H7 0.0015 -1.5030 1.7436  0.719
H8 1.7173 -3.0947 2.0092  0.244
H9 2.5525 -5.3223 2.6048  0.457
H10 2.5367 -7.1422 0.9384  0.441
H11 1.6881 -6.7527 -1.3451  0.461
H12 0.8322 -4.5332 -1.9827  0.441
H13 -1.9176 -3.1257 -1.3725  0.455
H14 -3.0105 -3.1234 -3.5713  0.503
H15 -1.8909 -2.0879 -5.5144  0.494
H16 0.3293 -1.0455 -5.2714  0.477
H17 1.4532 -1.0215 -3.0739  0.507
H18 -0.4557 3.0482 1.3112  0.434
H19 -0.1366 4.2108 3.4796  0.521
H20 -1.7650 3.4838 5.1767  0.518
H21 -2.8444 1.2726 4.9290  0.518
H22 -2.5348 -0.1076 2.9381  0.491
H23 -1.9010 1.8121 -1.8152  0.389
H24 -4.0753 1.9161 -2.9731  0.496
H25 -5.9591 0.5227 -2.2010  0.479
H26 -5.6897 -1.0023 -0.2769  0.496
H27 -3.5432 -1.1498 0.8903  0.340